Arrangement P

Density functional theory data (ωB97M-V/def2-TZVPD) for 2 unconnected molecules or ions with the total composition C4H12O2.

Charge: 0
Structure (SMILES): CCO.CCO
Frontier orbital gap: 10.812 eV

Each line ends with the Mulliken charge.
Positions of all 18 atoms, in Å:
C -2.3576 -0.6234 2.5094  -0.33
O -2.1380 -1.1037 1.1230  -0.51
C -3.8017 -0.8473 2.9782  -0.89
H -2.1056 0.4407 2.3918  0.24
H -1.6293 -1.1504 3.1821  0.30
H -1.8698 -2.0467 1.4673  0.33
H -4.3718 -0.5411 2.1140  0.28
H -4.0347 -0.0398 3.6851  0.30
H -4.2187 -1.8447 3.2775  0.29
C 2.8850 1.3548 -2.5376  -0.16
O 1.7125 1.0795 -3.2694  -0.52
C 3.5556 0.0575 -2.2858  -0.95
H 2.5536 1.9131 -1.6118  0.25
H 3.4930 2.1503 -3.1249  0.23
H 1.3044 2.0075 -3.2649  0.31
H 4.2574 -0.1313 -3.0596  0.27
H 2.7920 -0.7702 -2.2550  0.27
H 3.9738 0.0953 -1.3195  0.30

Arrangement Q

Density functional theory data (ωB97M-V/def2-TZVPD) for 2 unconnected molecules or ions with the total composition C4H12O2.

Charge: 0
Structure (SMILES): CCCCO.O
Frontier orbital gap: 10.949 eV

Each line ends with the Mulliken charge.
Positions of all 18 atoms, in Å:
C -0.8276 -0.4475 2.0892  -0.66
O -0.5053 0.5635 3.0318  -0.51
C -0.0990 -0.2603 0.6712  -0.38
C -0.6845 -1.0473 -0.4926  -0.40
C 0.2222 -0.9631 -1.7641  -0.83
H -0.3804 -1.3782 2.4914  0.27
H -1.8888 -0.5482 1.8249  0.35
H 0.2412 0.1520 3.4731  0.33
H 0.9883 -0.5206 0.6800  0.30
H -0.2193 0.7724 0.3856  0.25
H -1.5912 -0.5319 -0.8061  0.28
H -0.9141 -2.1054 -0.2620  0.33
H 1.0759 -1.6441 -1.6680  0.36
H 0.6415 0.0589 -1.7434  -0.10
H -0.2307 -0.9836 -2.7874  0.37
H 1.7289 0.9415 -2.7746  0.36
H 1.7916 2.2966 -3.6306  0.32
O 1.4415 1.8478 -2.8574  -0.64

arrangement Q takes first place; second place is 0.0310 hartree up.

Arrangement P

Density functional theory data (ωB97M-V/def2-TZVPD) for 3 unconnected molecules or ions with the total composition C4H12O2.

Charge: 0
Structure (SMILES): C/C=C/C.O.O
Frontier orbital gap: 9.209 eV

Each line ends with the Mulliken charge.
Positions of all 18 atoms, in Å:
C 0.0903 -2.7007 -0.3156  -1.25
C -0.0995 -1.2298 -0.1932  0.14
C -0.7804 -0.5776 -1.1821  -0.05
C -1.4017 0.7625 -0.9612  -1.09
H -0.5347 -3.2040 0.4087  0.27
H 1.1324 -3.0731 -0.2764  0.30
H -0.3154 -3.0238 -1.2559  0.35
H 0.4964 -0.8866 0.6753  0.20
H -0.8504 -1.2115 -2.0290  0.31
H -2.4571 0.6670 -0.8358  0.33
H -1.4016 1.2933 -1.9894  0.27
H -0.9927 1.5905 -0.3245  0.23
H 0.6470 1.0410 1.9246  0.30
H -0.0506 0.5286 3.2353  0.34
O 0.8243 0.5014 2.6924  -0.67
H 1.6807 2.8156 0.0877  0.29
H 1.2621 2.3287 -1.3748  0.29
O 0.9922 2.4495 -0.4841  -0.58

Arrangement Q

Density functional theory data (ωB97M-V/def2-TZVPD) for 3 unconnected molecules or ions with the total composition C4H12O2.

Charge: 0
Structure (SMILES): C=C(C)C.O.O
Frontier orbital gap: 9.779 eV

Each line ends with the Mulliken charge.
Positions of all 18 atoms, in Å:
C -0.5068 0.0650 -0.8506  -1.24
C 0.2323 -0.4798 0.3240  1.08
C 0.9825 0.3169 1.0798  -1.02
C 0.4106 -1.9642 0.3734  -1.27
H -0.6773 -0.6778 -1.6348  0.32
H -0.0042 0.9091 -1.3385  0.31
H -1.4949 0.5355 -0.7933  0.28
H 1.5188 -0.0514 1.9470  0.28
H 1.0766 1.3942 0.9967  0.28
H -0.4689 -2.4354 -0.0486  0.35
H 0.6462 -2.3755 1.3473  0.35
H 1.2480 -2.3747 -0.2003  0.28
H -1.7013 2.4826 -5.3846  0.32
H -2.8148 3.5899 -5.3154  0.32
O -2.2040 3.1281 -5.8915  -0.64
H 1.6764 -2.2313 5.1709  0.31
H 0.4378 -1.4049 5.2426  0.32
O 1.3950 -1.3111 5.1761  -0.64

arrangement Q takes first place; second place is 0.0217 hartree up.

Arrangement P

Density functional theory data (ωB97M-V/def2-TZVPD) for 2 unconnected molecules or ions with the total composition C6H18N2Si.

Charge: 0
Frontier orbital gap (alpha / beta): 7.024 / 8.548 eV

Each line ends with the Mulliken charge.
Positions of all 27 atoms, in Å:
C -1.6507 -1.0024 -0.9599  -1.57
C -0.5595 1.2466 -1.3271  -2.41
C 0.5464 -0.8020 -2.2720  -1.65
C 1.8000 1.9346 1.0936  -0.65
C -2.2946 -0.0823 2.6526  -0.91
C -0.1987 -0.2551 -1.1354  1.97
N 1.3133 -1.9968 0.8364  -0.40
N 1.9836 0.5165 0.9212  -0.20
Si 0.6104 -0.4262 0.5861  -0.15
H -2.2316 -0.2371 -0.3960  0.26
H -2.0873 -1.3060 -1.8775  0.38
H -1.6829 -1.8638 -0.3559  0.47
H -1.1388 1.4490 -2.3543  0.29
H 0.2632 1.9286 -1.3263  0.59
H -1.1756 1.5653 -0.6046  0.69
H 1.3258 -1.3604 -1.8248  0.42
H 0.0385 -1.3520 -3.0492  0.32
H 0.9373 0.0238 -2.8232  0.41
H 0.8225 2.1477 0.5303  0.10
H 1.6126 2.2226 2.1374  0.22
H 2.6518 2.5053 0.6439  0.29
H -2.1513 1.0087 2.7166  0.27
H -2.9271 -0.4704 1.8851  0.30
H -1.7123 -0.7356 3.2910  0.30
H 2.0397 -1.8778 1.5131  0.18
H 1.0064 -2.9291 0.7728  0.16
H 2.8589 0.1483 0.7260  0.31

Arrangement Q

Density functional theory data (ωB97M-V/def2-TZVPD) for C6H18N2Si in the gas phase.

Charge: 0
Structure (SMILES): CN[Si@](C)(N)C(C)(C)C
Frontier orbital gap: 9.541 eV

Each line ends with the Mulliken charge.
Positions of all 27 atoms, in Å:
C -1.9151 0.5993 -0.7791  -1.82
C 0.1433 1.3528 -1.7739  -1.36
C -0.4427 -0.9543 -2.2633  -1.84
C 0.8840 0.9853 2.8638  -1.28
C -0.5688 -1.9347 1.1356  -1.10
C -0.4989 0.0870 -1.1128  1.49
N 2.0500 -0.7160 0.2588  -0.45
N 0.4526 1.0691 1.4775  -0.18
Si 0.3963 -0.3731 0.5437  0.42
H -2.3975 -0.3369 -0.4822  0.44
H -1.9822 1.2108 0.0261  0.42
H -2.3277 1.0395 -1.7214  0.40
H 1.3066 1.0975 -1.9200  0.27
H 0.2470 2.2785 -1.0680  0.26
H -0.2254 1.7789 -2.7875  0.33
H 0.5317 -1.0845 -2.6556  0.42
H -0.7835 -2.0344 -1.9772  0.30
H -1.1546 -0.7312 -2.9436  0.54
H 1.7211 0.3684 3.0055  0.38
H 1.2965 1.8690 3.1418  0.48
H 0.2770 0.5294 3.6099  0.33
H -0.2519 -2.4160 2.1380  0.33
H -1.6437 -1.6855 1.3939  0.29
H -0.3418 -2.7630 0.4343  0.30
H 2.3632 -1.0768 -0.6209  0.19
H 2.6880 -0.1757 0.7936  0.18
H 0.1766 2.0168 1.2832  0.24

arrangement Q takes first place; second place is 0.1203 hartree up.

Arrangement P

Density functional theory data (ωB97M-V/def2-TZVPD) for CH2Cl2O3 in the gas phase.

Charge: 0
Structure (SMILES): OC(OCl)OCl
Frontier orbital gap: 10.738 eV

Each line ends with the Mulliken charge.
Positions of all 8 atoms, in Å:
C 0.0235 -0.4652 0.2444  0.23
O -0.1301 0.7234 -0.4554  -0.44
O 0.8913 -0.5068 1.4612  -0.23
O 0.4809 -1.3497 -0.6977  -0.22
Cl 2.4557 -0.1224 1.0546  -0.01
Cl 0.2807 -2.9177 -0.1410  0.00
H -1.0074 -0.6138 0.4757  0.36
H 0.7374 0.8569 -0.8181  0.32

Arrangement Q

Density functional theory data (ωB97M-V/def2-TZVPD) for CH2Cl2O3 in the gas phase.

Charge: 0
Structure (SMILES): OC(O)(Cl)OCl
Frontier orbital gap: 10.530 eV

Each line ends with the Mulliken charge.
Positions of all 8 atoms, in Å:
C 0.5229 -0.6676 -0.9550  0.70
O 1.2614 0.1997 -0.2778  -0.40
O -0.7990 -0.3287 -1.0619  -0.44
O 0.9770 -0.9852 -2.2170  -0.28
Cl 0.5842 -2.2803 -0.1589  -0.19
Cl 1.2284 0.4347 -3.1192  -0.05
H 1.6052 0.7866 -0.9245  0.30
H -0.8813 0.5723 -0.5623  0.37

arrangement Q takes first place; second place is 0.0710 hartree up.

Arrangement P

Density functional theory data (ωB97M-V/def2-TZVPD) for C6H8N2S in the gas phase.

Charge: 0
Frontier orbital gap (alpha / beta): 8.438 / 5.346 eV

Each line ends with the Mulliken charge.
Positions of all 17 atoms, in Å:
C 2.1230 -1.2600 -0.5454  -0.88
C 1.9406 -0.7318 0.7161  -0.36
C 0.9549 -0.8833 -1.2394  -0.18
C 0.6655 -0.0453 0.7962  0.40
C -1.2540 0.1730 -0.6876  -0.02
C -1.8318 1.4663 -0.0453  -1.15
N 0.1117 -0.2145 -0.4603  -0.01
N 0.1499 0.4964 1.8005  -0.54
S -2.1382 -1.2403 0.1392  -0.14
H 2.9543 -1.5558 -1.0075  0.50
H 2.4996 -0.9109 1.6757  0.28
H 0.7315 -1.1253 -2.2051  0.50
H -1.4891 0.2215 -1.8029  0.40
H -2.2465 1.1830 0.9587  0.32
H -2.7105 1.7648 -0.6303  0.40
H -1.0154 2.2911 -0.1604  0.25
H 0.5547 0.3710 2.6979  0.22

Arrangement Q

Density functional theory data (ωB97M-V/def2-TZVPD) for C6H8N2S in the gas phase.

Charge: 0
Frontier orbital gap (alpha / beta): 7.742 / 5.908 eV

Each line ends with the Mulliken charge.
Positions of all 17 atoms, in Å:
C -2.3883 -0.4674 0.1818  0.35
C 1.0039 0.0662 1.3721  -0.73
C 0.5198 -1.6605 -0.6210  -0.47
C 1.2342 -0.3207 -0.0708  0.15
C 0.6208 0.8980 0.2158  0.26
C -0.1956 1.9039 -0.3492  -0.54
N -1.6615 -1.3942 -0.0331  0.30
N -0.5846 -2.1741 0.0945  -0.74
S -3.1073 0.9896 0.0235  -0.41
H 0.1503 -0.4460 1.7430  0.20
H 1.7924 0.3054 2.0598  0.27
H 0.4846 -1.4238 -1.7346  0.31
H 1.2470 -2.5315 -0.5696  0.34
H 2.2812 -0.2683 -0.5758  0.29
H -0.1688 1.7558 -1.5259  0.27
H 0.1445 2.9195 -0.0876  0.35
H -1.3726 1.8481 -0.1229  -0.21

arrangement P takes first place; second place is 0.1179 hartree up.

Arrangement P

Density functional theory data (ωB97M-V/def2-TZVPD) for C4H2OS in the gas phase.

Charge: 0
Structure (SMILES): O=CC#CC=S
Frontier orbital gap: 7.581 eV

Each line ends with the Mulliken charge.
Positions of all 8 atoms, in Å:
C 0.2863 1.8699 -0.8089  -0.36
C 0.1024 0.5359 -0.2559  0.70
C -0.0492 -0.5689 0.1737  0.34
C -0.1969 -1.8878 0.7134  -0.74
H -0.1832 2.7075 -0.2335  0.27
H 0.2180 -2.6509 0.1336  0.34
O 0.8937 2.0337 -1.8520  -0.41
S -1.0712 -2.0395 2.1296  -0.14

Arrangement Q

Density functional theory data (ωB97M-V/def2-TZVPD) for C4H2OS in the gas phase.

Charge: 0
Structure (SMILES): c1scc2c1O2
Frontier orbital gap: 8.746 eV

Each line ends with the Mulliken charge.
Positions of all 8 atoms, in Å:
C 1.1603 -0.1071 -0.7283  -0.45
C -0.8937 -0.5367 0.8282  -0.64
C 0.3260 1.0598 -0.5418  0.18
C -0.7111 0.6812 0.3603  0.49
O -0.8172 1.8451 -0.3196  -0.37
S 0.6172 -1.4433 0.4340  -0.09
H 1.8920 -0.4089 -1.3951  0.43
H -1.5734 -1.0900 1.3623  0.44

arrangement P takes first place; second place is 0.1122 hartree up.

Arrangement P

Density functional theory data (ωB97M-V/def2-TZVPD) for 2 unconnected molecules or ions with the total composition C8H16N2O.

Charge: 0
Structure (SMILES): [H]/N=N\C(C)(C)C.C=C/C=C/O
Frontier orbital gap: 8.208 eV

Each line ends with the Mulliken charge.
Positions of all 27 atoms, in Å:
C -2.2164 3.0391 -2.1372  -0.07
C -1.9062 1.7452 -1.5716  -0.11
C -3.3528 3.3960 -2.7301  -0.85
C -2.7908 0.7737 -1.3312  -0.05
C 2.6257 -2.1107 0.5318  -1.88
C 2.3331 0.0241 1.8410  -1.61
C 1.0217 -2.0209 2.4743  -1.62
C 1.6397 -1.2364 1.3098  1.78
N 0.2884 -0.9953 -0.6149  -0.65
N 0.4985 -0.7553 0.5521  0.08
O -2.5129 -0.4385 -0.8286  -0.49
H -1.4163 3.7673 -2.0750  0.27
H -0.8716 1.5646 -1.3181  0.25
H -4.1776 2.7142 -2.8469  0.20
H -3.4968 4.3866 -3.1263  0.25
H -3.8448 0.8913 -1.5235  0.33
H 2.1376 -3.0085 0.1520  0.47
H 3.0651 -1.5619 -0.3012  0.46
H 3.4308 -2.4186 1.1919  0.41
H 1.6087 0.6692 2.3279  0.42
H 2.7962 0.5767 1.0270  0.37
H 3.1007 -0.2529 2.5579  0.38
H 0.5289 -2.9188 2.1082  0.37
H 1.7982 -2.3099 3.1781  0.38
H 0.2855 -1.4069 2.9864  0.42
H 0.9771 -1.5840 -1.1282  0.18
H -1.5497 -0.5294 -0.7055  0.31

Arrangement Q

Density functional theory data (ωB97M-V/def2-TZVPD) for 2 unconnected molecules or ions with the total composition C8H16N2O.

Charge: 0
Structure (SMILES): COC1=CCC1.C/C=C/NN
Frontier orbital gap: 8.344 eV

Each line ends with the Mulliken charge.
Positions of all 27 atoms, in Å:
C 1.2956 0.6778 -3.1153  -1.15
C 1.2605 -0.1246 -1.8566  0.27
C -1.0687 2.7951 0.8975  -0.45
C 0.1630 1.9264 0.9228  -0.75
C -1.8311 1.5693 1.4634  -0.62
C -0.4995 0.8698 1.3924  0.57
C -1.0795 -1.1327 2.4501  -0.85
C 1.2210 -1.4506 -1.8094  -0.21
N 0.5538 -3.4087 -0.6732  -0.63
N 1.2845 -2.1953 -0.6390  -0.22
O -0.1411 -0.4059 1.6850  -0.38
H 2.1846 1.3101 -3.1439  0.28
H 0.4250 1.3340 -3.1688  0.25
H 1.2847 0.4367 -0.9338  -0.04
H -1.0439 3.6615 1.5572  0.25
H -1.3955 3.1052 -0.0931  0.21
H 1.3014 0.0293 -3.9884  0.33
H 1.1807 2.1231 0.6497  0.50
H -2.2345 1.7092 2.4658  0.28
H -2.6087 1.1720 0.8125  0.30
H -0.6849 -2.1423 2.5467  0.24
H -2.0555 -1.1671 1.9596  0.37
H -1.1956 -0.6967 3.4468  0.33
H 1.1812 -2.0614 -2.6997  0.35
H 0.9697 -4.0612 -0.0154  0.24
H -0.4283 -3.2746 -0.4279  0.22
H 1.1465 -1.6240 0.1963  0.32

arrangement P takes first place; second place is 0.0330 hartree up.